#a
ORCA calculation (wB97M-V/def2-TZVPD) on a cluster of 2 separate species, C4H10NO2S in total.

Last column: natural (NBO) charge in e.
Cartesian coordinates (Å):
C  -1.684  0.649  -0.428  -0.224
C  -1.058  -0.232  -1.487  -0.548
S  -0.515  0.658  -2.955  -0.062
N  -2.048  -0.177  0.722  -0.896
H  -0.936  1.435  -0.187  0.191
H  -2.547  1.197  -0.859  0.149
H  -0.169  -0.577  -0.987  0.293
H  -1.768  -1.027  -1.837  0.197
H  -1.765  0.961  -3.531  0.089
H  -1.182  -0.684  0.995  0.423
H  -2.437  0.413  1.471  0.339
O  0.615  -1.042  0.975  -0.823
C  1.555  -0.171  0.889  0.758
O  1.596  0.732  0.000  -0.774
C  2.825  -0.516  1.670  -0.714
H  3.680  -0.653  0.993  0.208
H  3.160  0.393  2.300  0.192
H  2.678  -1.359  2.255  0.203

## Properties
total charge: -1
multiplicity: 1
orbital gap: 0.289 hartree
E_HOMO: -4.521 eV

---

#b
ORCA calculation (wB97M-V/def2-TZVPD) on a cluster of 2 separate species, C4H10NO2S in total.

Last column: natural (NBO) charge in e.
Cartesian coordinates (Å):
C  0.671  1.364  0.157  -0.404
N  -0.735  0.927  0.023  -0.641
C  -0.962  -0.130  -0.947  -0.164
C  -2.505  -0.434  -0.898  -0.523
S  -2.723  -1.659  0.421  -0.633
C  -0.221  -1.448  -0.593  0.415
O  0.789  -1.356  0.076  -0.634
H  1.153  0.967  1.056  0.164
H  0.757  2.460  0.209  0.161
H  1.223  0.934  -0.673  0.192
H  -0.975  0.632  0.952  0.373
H  -0.689  0.269  -1.935  0.174
H  -2.781  -0.687  -1.935  0.167
H  -3.035  0.465  -0.586  0.204
H  -0.632  -2.392  -0.955  0.148
H  2.852  -0.204  1.677  0.484
H  4.110  0.565  1.851  0.455
O  3.702  -0.274  2.099  -0.940

## Properties
total charge: -1
multiplicity: 1
orbital gap: 0.228 hartree
E_HOMO: -2.899 eV

---

If you had to name the least stable structure above, which would it be? It would be #b.